1.
Molecular formula: C23H66O10
Method: DFT, ωB97M-V with the def2-TZVPD basis set

Geometry as XYZ:
```
99
Properties=species:S:1:pos:R:3:forces:R:3
C -6.434 26.549 19.918 0.16 0.40 -0.56
C -7.628 25.779 20.457 -0.27 0.45 -1.26
C -8.937 26.362 19.889 0.47 0.50 -0.53
O -7.424 24.460 19.955 -0.04 -0.34 0.48
H -5.477 26.079 20.143 -0.07 0.14 0.55
H -6.460 27.609 20.182 0.15 -0.13 0.41
H -6.444 26.567 18.823 -0.38 -0.23 0.03
H -7.683 25.852 21.546 0.25 -0.46 0.08
H -9.684 25.602 19.661 -0.17 -0.03 0.66
H -8.769 26.827 18.911 0.28 -0.10 -0.01
H -9.290 27.183 20.513 -0.40 -0.29 0.16
H -8.049 23.851 20.367 -0.01 0.12 -0.04
C -10.526 27.959 11.781 0.50 -0.13 -1.21
C -11.692 27.484 12.612 0.16 0.59 0.66
C -11.835 28.291 13.921 0.86 -0.31 -1.13
O -12.946 27.571 11.915 0.36 -0.22 0.02
H -10.483 29.047 11.686 0.14 0.01 0.32
H -10.525 27.589 10.747 -0.62 -0.10 0.11
H -9.574 27.539 12.113 -0.04 0.43 0.59
H -11.492 26.443 12.870 -0.48 -0.15 -0.21
H -12.198 29.285 13.657 -0.51 -0.09 0.22
H -10.840 28.486 14.328 -0.10 -0.40 0.40
H -12.474 27.703 14.571 -0.12 0.55 0.39
H -12.919 28.384 11.398 -0.15 -0.09 -0.04
C -7.404 20.280 16.003 0.00 2.01 -0.19
C -7.437 20.547 17.495 -1.90 -0.77 0.12
C -8.488 21.624 17.939 1.72 -0.68 -0.63
O -7.754 19.315 18.181 0.70 0.22 0.28
H -6.589 19.616 15.739 -0.19 -0.21 -0.20
H -7.240 21.280 15.567 0.58 -0.27 -0.22
H -8.370 20.075 15.534 -0.05 -0.76 0.43
H -6.463 20.891 17.836 0.15 -0.38 0.05
H -9.410 21.158 18.272 -0.12 0.07 -0.08
H -8.633 22.287 17.088 -0.33 0.32 0.32
H -7.962 22.110 18.759 -0.64 0.50 0.13
H -8.652 19.088 17.926 -0.02 -0.04 -0.05
C -15.062 20.741 15.476 0.25 -0.11 0.22
C -15.892 20.700 16.759 0.76 -0.15 -0.21
C -14.995 20.630 17.971 0.36 0.31 1.06
O -16.694 21.895 16.805 -0.06 -0.30 0.20
H -15.706 20.854 14.602 0.08 -0.15 -0.10
H -14.420 19.863 15.374 -0.33 -0.19 -0.10
H -14.351 21.572 15.496 -0.24 0.21 0.08
H -16.539 19.821 16.814 -0.19 0.05 -0.36
H -14.325 19.769 17.967 -0.08 -0.05 -0.48
H -15.524 20.529 18.923 -0.35 0.15 -0.23
H -14.355 21.511 18.085 -0.07 0.06 -0.26
H -17.140 21.949 15.952 -0.08 0.11 0.08
C -16.284 25.750 15.648 -0.41 -0.33 0.13
C -16.269 25.347 17.124 -0.44 0.47 -0.78
C -17.662 25.099 17.702 -0.41 0.64 0.89
O -15.397 24.258 17.330 0.52 -0.59 0.32
H -16.707 24.945 15.038 0.23 -0.10 -0.02
H -15.267 25.967 15.327 -0.06 0.03 -0.20
H -16.943 26.605 15.481 0.21 0.17 0.10
H -15.844 26.204 17.654 0.23 -0.22 0.15
H -18.518 25.418 17.103 0.30 -0.33 -0.56
H -17.790 25.742 18.581 0.14 -0.30 0.18
H -17.797 24.074 18.042 -0.02 -0.08 -0.18
H -15.814 23.385 17.133 -0.19 0.67 0.04
C -14.032 22.865 10.590 -0.24 -0.36 -0.75
C -14.226 24.208 11.276 -0.04 -1.61 -0.20
C -14.022 24.045 12.771 -0.02 0.63 0.48
O -13.359 25.120 10.644 -0.03 0.49 0.76
H -13.025 22.461 10.711 0.06 0.17 0.19
H -14.208 22.940 9.511 0.09 0.21 0.08
H -14.746 22.110 10.928 0.03 0.11 0.30
H -15.280 24.466 11.128 -0.03 0.42 -0.10
H -13.163 23.463 13.108 0.27 0.12 -0.44
H -14.871 23.539 13.234 -0.16 0.12 -0.10
H -13.950 25.043 13.220 -0.05 -0.15 0.19
H -13.343 25.930 11.197 0.10 -0.20 -0.58
C -10.976 24.725 16.607 0.11 0.86 -1.23
C -12.241 25.115 15.822 -0.78 -0.75 0.67
O -13.054 23.937 15.721 0.24 -0.23 -0.15
H -10.508 23.968 15.975 0.02 -0.48 0.57
H -11.212 24.402 17.614 0.04 -0.34 -0.08
H -10.193 25.489 16.647 -0.34 0.35 0.15
H -12.056 25.440 14.796 0.34 -0.01 0.10
H -12.905 25.851 16.285 0.58 0.43 0.19
H -13.689 23.938 16.457 -0.08 0.16 -0.21
C -6.430 24.395 16.520 -0.82 0.46 0.05
O -6.019 24.858 15.252 0.38 -0.61 -0.62
H -6.459 23.308 16.525 0.50 -0.04 -0.17
H -5.798 24.778 17.318 0.04 -0.14 0.15
H -7.473 24.671 16.709 0.04 0.22 0.23
H -6.149 25.799 15.132 -0.13 0.12 0.38
C -13.213 26.119 19.179 -0.08 -0.37 -0.94
O -13.367 26.715 20.439 0.31 -0.21 0.56
H -13.309 26.873 18.387 0.07 -0.18 -0.06
H -12.236 25.640 19.082 0.23 0.53 0.40
H -13.882 25.278 18.954 -0.42 0.36 0.28
H -14.185 27.213 20.481 -0.11 -0.07 -0.16
C -10.655 21.704 13.051 -0.97 1.44 -0.28
O -10.711 21.719 14.468 0.65 -0.66 0.12
H -9.717 21.344 12.633 0.02 -0.41 0.41
H -11.532 21.194 12.641 0.30 -0.42 -0.03
H -10.765 22.732 12.679 0.16 -0.07 -0.07
H -11.085 22.542 14.784 -0.31 0.04 -0.11
```
Forces are in eV/Å.

As for the spin multiplicity: 1. As for the LUMO energy: 0.38 eV. The calculation puts the HOMO-LUMO gap at 0.3710 hartree. Its SMILES is CC(C)O.CC(C)O.CC(C)O.CC(C)O.CC(C)O.CC(C)O.CCO.CO.CO.CO. As for the energy above the lowest of the compared OMol25 structures with the same formula, charge and spin: 30.4 kcal per mole.

2.
Molecular formula: C6H12O
Method: DFT, ωB97M-V with the def2-TZVPD basis set

Geometry as XYZ:
```
19
Properties=species:S:1:pos:R:3:forces:R:3
C 1.598 1.244 -0.055 0.03 0.06 0.00
C 0.726 0.009 0.186 -0.02 -0.01 0.02
C 1.420 -1.253 -0.324 0.03 -0.06 -0.03
C -0.627 0.207 -0.477 0.13 0.08 -0.06
C -1.689 -0.860 -0.440 -0.10 -0.18 -0.03
C -1.885 0.394 0.338 -0.13 0.08 -0.29
O -1.838 0.224 1.726 0.09 0.30 0.16
H 1.068 2.165 0.216 0.08 -0.11 -0.01
H 2.531 1.206 0.518 -0.14 -0.03 -0.07
H 1.864 1.316 -1.118 -0.05 0.01 0.15
H 0.557 -0.103 1.266 0.04 0.00 -0.15
H 2.387 -1.404 0.168 -0.13 0.04 -0.08
H 1.593 -1.185 -1.406 0.00 0.00 0.13
H 0.801 -2.137 -0.142 0.13 0.09 -0.02
H -0.586 0.781 -1.404 -0.02 -0.07 0.16
H -2.283 -1.044 -1.329 0.05 0.03 0.16
H -1.482 -1.736 0.168 -0.03 0.09 -0.08
H -2.620 1.121 -0.006 0.11 -0.14 0.04
H -1.538 1.056 2.116 -0.05 -0.18 -0.01
```
Forces are in eV/Å.

As for the spin multiplicity: 1. As for the LUMO energy: 0.94 eV. The calculation puts the HOMO-LUMO gap at 0.3888 hartree. Its SMILES is CC(C)[C@H]1C[C@H]1O. As for the energy above the lowest of the compared OMol25 structures with the same formula, charge and spin: 26.7 kcal per mole.

3.
Molecular formula: C11H25IN4O2
Method: DFT, ωB97M-V with the def2-TZVPD basis set

Geometry as XYZ:
```
43
Properties=species:S:1:pos:R:3:forces:R:3
H 4.990 -0.332 1.919 -0.22 0.67 -0.85
N 5.038 0.105 0.972 -4.53 3.07 -0.94
C 3.906 0.898 0.743 4.45 -2.84 0.97
N 2.923 0.987 1.882 -0.18 -1.23 -2.62
N 3.847 1.593 -0.593 -0.40 0.75 3.25
C 2.770 2.646 -0.685 -0.35 1.30 -1.73
C 1.547 2.163 -1.715 -0.01 -0.15 0.70
C 1.119 0.592 -1.531 -0.57 -0.02 -0.02
C 0.046 0.444 -0.274 -0.37 -0.64 -0.79
C -1.269 -0.408 -0.846 0.02 1.42 0.27
N -1.939 0.549 -1.850 0.33 -0.53 1.07
C -2.343 -0.761 0.342 -0.23 -1.17 -0.42
C -2.190 -2.251 1.005 0.31 0.11 0.53
C -0.733 -2.969 0.789 -0.60 -1.36 0.60
C -0.777 -3.968 -0.536 1.04 2.28 -0.24
I -1.372 -6.027 -0.023 0.25 1.22 -0.36
O -2.260 0.222 1.440 -1.86 1.01 -1.82
C -3.010 1.453 1.141 -0.70 1.41 0.01
O -3.614 2.057 2.374 -0.94 -1.34 -2.14
H 1.960 1.258 1.587 1.06 -0.03 0.12
H 2.814 -0.015 2.221 0.38 1.77 -0.46
H 4.788 2.012 -0.857 -1.60 -1.19 0.88
H 3.264 3.581 -1.238 -1.11 -1.91 1.36
H 2.375 3.055 0.338 0.72 -1.03 -1.82
H 1.885 2.389 -2.814 -0.66 -0.52 2.14
H 0.579 2.805 -1.460 2.08 -1.21 -0.75
H 2.002 -0.147 -1.326 -1.37 1.73 -0.44
H 0.610 0.218 -2.545 0.94 0.95 2.35
H 0.539 -0.096 0.640 -1.05 0.95 -1.75
H -0.339 1.495 0.105 0.81 -2.11 -0.81
H -0.902 -1.330 -1.470 -0.77 1.58 1.46
H -1.964 1.518 -1.446 -0.34 -1.46 -0.57
H -2.888 0.200 -2.108 1.11 0.69 0.46
H -3.421 -0.734 -0.171 2.15 0.16 1.22
H -3.040 -2.944 0.573 1.80 1.28 0.82
H -2.369 -2.170 2.169 0.22 0.06 -2.44
H 0.183 -2.243 0.738 -1.93 -1.23 -0.13
H -0.549 -3.655 1.748 -0.31 1.49 -2.16
H 0.311 -3.982 -0.975 -2.25 -0.37 0.71
H -1.507 -3.508 -1.351 1.48 -1.32 1.78
H -2.307 2.298 0.690 -1.23 -1.88 1.09
H -3.909 1.313 0.395 1.95 -0.28 1.20
H -4.626 2.004 2.264 2.50 -0.06 0.29
```
Forces are in eV/Å.

As for the spin multiplicity: 1. As for the LUMO energy: 0.26 eV. The calculation puts the HOMO-LUMO gap at 0.3318 hartree. Its SMILES is [H]/N=C(\N)NCCCC[C@H](N)[C@@H](CCCI)OCO.

4.
Molecular formula: C42H87F6N12O4P
Method: DFT, ωB97M-V with the def2-TZVPD basis set

Geometry as XYZ:
```
152
Properties=species:S:1:pos:R:3:forces:R:3
P -0.772 -0.821 0.545 0.14 -0.43 -0.56
F -0.952 -1.930 1.683 -0.14 0.40 0.40
F -1.506 -1.841 -0.491 0.47 -0.16 0.00
F -2.185 -0.106 0.831 -0.04 -0.12 0.06
F -0.516 0.144 -0.746 0.05 0.70 0.33
F -0.096 0.233 1.588 0.07 0.20 -0.07
F 0.752 -1.398 0.284 -0.42 -0.40 -0.31
C -0.075 -4.657 -1.876 -0.04 0.74 0.15
C -0.326 -4.868 -0.390 -0.63 -0.22 -0.40
N -0.598 -6.289 -0.098 -0.21 0.14 0.56
C -1.719 -6.993 -0.486 -0.17 0.25 -0.26
C -1.640 -8.220 0.063 0.64 -0.72 -0.43
N -0.443 -8.282 0.750 -0.47 0.34 0.65
C 0.121 -7.084 0.690 0.39 0.09 -0.25
C -0.042 -9.370 1.649 0.23 -0.30 0.14
H 0.153 -3.594 -1.996 0.17 -0.08 -0.07
H -1.005 -4.801 -2.427 0.09 -0.29 -0.06
H 0.720 -5.256 -2.313 0.02 -0.10 0.13
H -1.225 -4.304 -0.143 0.00 -0.07 0.23
H 0.445 -4.494 0.280 0.26 -0.25 -0.15
H -2.482 -6.594 -1.129 0.07 0.12 -0.01
H -2.214 -9.114 -0.117 -0.24 0.12 0.22
H 1.020 -6.785 1.201 0.04 -0.09 -0.02
H -0.167 -9.084 2.692 -0.20 0.12 -0.07
H 1.002 -9.635 1.502 -0.03 0.02 -0.23
H -0.670 -10.230 1.438 0.05 -0.04 -0.01
C 1.806 7.497 0.982 0.21 0.29 -0.31
C 1.661 6.763 -0.329 0.67 -0.07 -0.91
N 0.465 5.899 -0.370 0.02 -0.48 -0.25
C -0.598 6.003 -1.236 0.27 0.81 -0.05
C -1.498 5.059 -0.902 -0.02 -0.54 0.00
N -0.930 4.307 0.113 -0.31 0.22 0.21
C 0.241 4.854 0.416 0.25 0.15 0.22
C -1.632 3.299 0.914 -0.36 0.01 0.04
H 2.614 8.224 0.896 0.03 -0.05 -0.06
H 2.081 6.835 1.802 -0.27 -0.01 0.11
H 0.900 8.071 1.173 -0.02 -0.12 0.31
H 2.525 6.159 -0.623 -0.04 -0.23 0.56
H 1.615 7.429 -1.193 -0.53 0.25 0.27
H -0.615 6.773 -1.989 -0.15 0.03 0.04
H -2.491 4.889 -1.277 0.01 -0.14 0.00
H 0.900 4.531 1.204 -0.04 -0.06 0.00
H -2.493 3.790 1.364 -0.03 -0.10 0.05
H -0.998 2.900 1.700 0.22 0.12 -0.11
H -1.969 2.459 0.310 0.12 0.06 -0.17
C -5.334 3.455 7.035 0.43 -0.14 0.79
C -3.847 3.607 7.322 0.12 0.95 -0.13
N -3.037 2.442 6.925 -0.20 -0.35 -0.14
C -3.241 1.144 7.348 -0.33 0.51 0.30
C -2.337 0.374 6.715 1.12 -0.10 -0.26
N -1.560 1.217 5.929 -0.10 0.41 -0.16
C -2.032 2.452 6.066 -0.16 0.38 0.03
C -0.363 0.784 5.207 -0.24 -1.16 0.26
H -5.837 4.277 7.543 -0.07 0.19 -0.37
H -5.765 2.566 7.495 0.06 -0.16 -0.25
H -5.476 3.479 5.959 -0.40 -0.05 0.02
H -3.577 3.893 8.339 -0.31 -0.46 0.20
H -3.495 4.461 6.736 0.19 -0.20 -0.12
H -3.986 0.949 8.100 -0.01 -0.30 -0.09
H -2.023 -0.653 6.774 -0.47 -0.12 0.22
H -1.717 3.351 5.564 0.27 -0.12 -0.03
H -0.641 0.101 4.403 -0.09 0.17 -0.10
H 0.198 0.194 5.933 0.27 0.13 -0.13
H 0.272 1.565 4.804 -0.36 0.43 0.21
C -2.053 1.842 -3.989 0.26 0.56 -0.22
C -2.318 1.939 -5.502 0.68 -0.83 0.43
N -1.058 1.771 -6.264 0.25 0.30 0.59
C -0.197 2.786 -6.609 0.08 0.52 0.21
C 0.799 2.252 -7.342 0.19 -0.69 -0.63
N 0.533 0.901 -7.439 0.26 -0.41 0.40
C -0.536 0.629 -6.705 -0.65 0.12 -0.64
C 1.269 -0.129 -8.203 0.15 0.53 0.03
H -1.775 0.838 -3.670 -0.07 -0.03 -0.06
H -2.897 2.195 -3.397 -0.20 -0.19 -0.18
H -1.232 2.516 -3.727 0.04 -0.07 -0.03
H -2.746 2.890 -5.801 -0.10 -0.03 -0.03
H -2.932 1.106 -5.841 -0.39 0.27 0.04
H -0.299 3.799 -6.257 -0.30 0.02 -0.18
H 1.656 2.662 -7.850 -0.07 0.24 0.07
H -0.961 -0.352 -6.565 -0.08 0.02 -0.12
H 0.672 -0.461 -9.047 -0.08 -0.07 0.07
H 1.513 -0.941 -7.525 0.05 -0.13 -0.14
H 2.176 0.327 -8.592 0.05 -0.07 0.06
C -6.061 -0.474 -1.027 -0.08 1.10 0.25
C -4.826 -0.402 -1.894 0.38 -1.39 -0.60
N -5.242 -0.476 -3.319 0.56 0.26 -0.11
C -5.686 0.580 -4.085 0.02 0.30 0.72
C -6.036 0.090 -5.291 -0.01 -0.64 -0.68
N -5.795 -1.269 -5.250 0.42 -0.01 -0.08
C -5.290 -1.573 -4.063 -0.41 -0.17 0.34
C -6.005 -2.234 -6.337 -0.39 -0.10 -0.06
H -5.788 -0.662 0.008 -0.07 -0.05 0.02
H -6.769 -1.221 -1.378 0.22 -0.26 0.03
H -6.593 0.480 -1.077 -0.04 -0.04 0.17
H -4.185 -1.272 -1.716 -0.21 -0.13 -0.14
H -4.101 0.404 -1.788 -0.59 0.50 0.19
H -5.727 1.560 -3.642 -0.13 0.11 -0.25
H -6.393 0.510 -6.217 -0.15 0.34 0.22
H -5.048 -2.563 -3.713 0.05 -0.02 -0.09
H -5.270 -3.029 -6.259 0.05 0.03 -0.04
H -5.922 -1.732 -7.296 0.10 0.04 0.03
H -7.003 -2.662 -6.259 0.00 0.03 0.02
C 4.189 -4.716 -1.213 0.19 -0.38 -0.20
O 4.069 -3.335 -1.535 -0.03 0.09 0.13
C 5.007 -2.904 -2.500 -0.04 0.59 0.54
C 4.418 -1.692 -3.200 0.20 -0.35 -0.45
N 4.248 -0.532 -2.274 -0.47 0.56 0.34
H 5.147 -0.321 -1.831 -0.02 -0.23 0.15
H 4.030 0.345 -2.768 0.07 -0.19 -0.32
C 3.147 -0.595 -1.235 0.06 -0.83 -0.28
C 2.934 0.792 -0.705 0.55 0.73 0.63
O 2.840 1.753 -1.754 0.16 -0.31 -0.04
C 1.608 1.830 -2.421 -1.25 0.45 -0.50
H 5.229 -5.034 -1.098 0.03 0.17 0.00
H 3.742 -5.316 -2.011 -0.02 -0.06 0.11
H 3.688 -4.904 -0.267 -0.14 0.13 -0.04
H 5.235 -3.702 -3.208 0.07 0.16 -0.21
H 5.930 -2.575 -2.000 0.15 -0.37 -0.10
H 3.458 -1.974 -3.631 -0.13 0.33 0.09
H 5.078 -1.323 -3.985 0.03 -0.25 -0.08
H 3.432 -1.345 -0.503 0.01 0.23 0.23
H 2.258 -1.009 -1.709 0.03 0.14 -0.21
H 3.817 1.119 -0.141 0.05 -0.10 -0.12
H 2.124 0.823 0.028 -0.36 -0.09 -0.39
H 0.823 2.306 -1.821 0.15 -0.25 0.34
H 1.198 0.880 -2.783 0.23 -0.19 0.27
H 1.684 2.476 -3.300 0.58 -0.05 0.08
C 2.425 -2.476 2.913 0.81 -0.34 -0.27
O 3.486 -1.948 3.723 -0.41 -0.35 0.18
C 4.046 -0.785 3.207 0.18 1.26 0.40
C 5.224 -0.407 4.110 -0.26 -0.96 -0.41
N 4.791 -0.362 5.557 -0.15 0.43 -0.36
H 3.846 -0.751 5.612 0.16 -0.46 -0.06
H 5.400 -0.988 6.085 -0.01 0.18 0.25
C 4.696 1.007 6.183 0.09 -0.26 0.75
C 3.556 1.799 5.571 0.65 0.12 -0.44
O 4.020 2.400 4.383 0.42 -0.23 -0.16
C 3.146 3.363 3.864 -0.56 0.47 0.07
H 2.011 -3.363 3.386 -0.08 0.28 0.45
H 2.884 -2.857 1.993 -0.23 0.34 -0.23
H 1.668 -1.722 2.707 -0.09 -0.03 -0.05
H 3.323 0.049 3.209 -0.10 -0.16 -0.14
H 4.438 -0.868 2.186 -0.06 -0.29 0.00
H 5.681 0.535 3.833 0.04 0.03 0.05
H 5.915 -1.245 4.023 0.31 0.27 0.14
H 5.660 1.509 6.138 -0.03 0.04 -0.35
H 4.516 0.822 7.243 -0.17 0.05 -0.03
H 3.226 2.580 6.261 -0.16 -0.22 0.18
H 2.749 1.092 5.317 -0.30 0.26 0.29
H 2.149 2.922 3.701 0.05 0.09 -0.13
H 3.541 3.759 2.930 0.14 -0.31 -0.07
H 3.032 4.234 4.523 0.03 -0.20 0.19
```
Forces are in eV/Å.

The total charge is +6. As for the spin multiplicity: 1. As for the LUMO energy: -10.96 eV. The calculation puts the HOMO-LUMO gap at 0.3532 hartree.

Question: What is the LUMO in the fourth record?
Answer: -10.96 eV

Question: What is the spin multiplicity in the second record?
Answer: 1

Question: LUMO of number 1 (C23H66O10)?
Answer: 0.38 eV